Computed, not measured: a cluster of 22 separate species, C44H132O44 in total in a non-equilibrium geometry, with ωB97M-V/def2-TZVPD.

Last column: Löwdin charge in e.
Atoms and positions in Å:
1 H 2.0026 -1.1775 -4.1018  0.088
2 H -4.7096 3.9887 -1.3429  0.116
3 O -2.9217 2.4971 6.1623  -0.056
4 H -1.5596 1.1897 -2.5317  0.096
5 H 6.4909 1.3225 -0.1852  0.066
6 H 2.6647 2.4997 4.9371  0.119
7 C 5.2112 -2.3025 2.9634  -0.161
8 H 1.2027 -0.0530 2.3725  0.019
9 C 7.9317 -2.9039 -1.3696  -0.241
10 H -4.0080 4.1756 0.9817  0.115
11 O 2.4448 0.6724 5.7581  -0.065
12 H -0.3556 -0.3853 -3.2626  0.112
13 C 2.5473 1.4867 4.5520  -0.213
14 O -1.5446 -0.6777 3.7664  -0.106
15 O -3.4763 -5.1966 -4.1187  -0.040
16 H 4.4308 -4.0951 -5.0109  0.104
17 O -6.6189 -1.9589 -0.3828  -0.075
18 H -2.8873 2.1268 -2.3067  0.105
19 H 1.6823 -4.3101 -0.3065  0.034
20 O 0.1842 4.5467 2.1669  -0.075
21 O -3.3946 0.2024 1.9060  -0.081
22 O -2.1993 -2.6019 6.8511  -0.044
23 O -1.6776 0.6531 -0.1124  -0.071
24 C -2.1996 -4.3434 -2.3057  -0.255
25 H -2.6830 -4.6046 3.0696  0.014
26 O 6.8387 -2.2468 -0.9088  -0.087
27 H -1.9153 -3.5003 7.0351  0.093
28 H 2.7452 -0.1856 5.4494  0.043
29 C -9.8895 -0.0695 -1.2461  -0.218
30 C -5.5783 1.2520 1.8009  -0.257
31 C 3.2109 -3.4600 -3.7225  -0.254
32 H -4.8188 -3.2133 2.2126  0.111
33 H -1.6055 5.3795 6.4300  0.087
34 O 8.3694 0.5910 3.9059  -0.041
35 H -6.2716 -1.9967 -2.3242  0.108
36 C 3.7236 -2.1228 3.3846  -0.215
37 O -3.5819 -1.4768 -0.4958  -0.075
38 H 2.8530 -2.9446 -4.6138  0.105
39 H -0.5117 -2.0677 5.8993  0.117
40 O 3.0671 2.8155 -3.5843  -0.085
41 H 5.1316 -0.5618 -2.7200  0.126
42 C -2.1745 -0.9358 4.9937  -0.175
43 H -3.4461 -0.7773 0.1475  0.038
44 C 4.9437 0.9743 -1.2608  -0.193
45 H 0.4843 1.7915 4.3602  0.102
46 C 1.5523 3.9047 0.1937  -0.213
47 C -5.6700 -2.1092 -1.4222  -0.213
48 O 4.0110 -1.1677 -1.0734  -0.069
49 H 5.2304 -2.2912 1.8736  0.112
50 O 1.7458 -0.2489 0.7590  -0.054
51 H 1.5037 -4.7056 -3.5367  0.117
52 H -1.5391 2.3385 4.6945  0.105
53 H -2.2785 0.2465 -4.3252  0.023
54 O -7.8952 1.2982 -0.7897  -0.073
55 H -5.1874 -0.8731 1.7694  0.106
56 H 0.6505 -0.5207 -0.8961  0.115
57 H -5.7080 2.3866 -4.5588  0.112
58 C -4.7713 0.0287 2.2186  -0.195
59 H -5.0719 -0.1022 -0.9479  0.115
60 H 5.9434 -1.2718 4.4713  0.094
61 H 0.7112 3.6563 -0.4537  0.112
62 H -5.1458 6.0584 -0.4972  0.096
63 O -2.1204 4.9881 0.5676  -0.064
64 O -7.2972 2.3085 -3.2984  -0.066
65 H 6.7738 5.0693 2.2789  0.121
66 H -10.8629 -0.2238 -0.7804  0.125
67 H 1.4449 -3.5334 -2.2764  0.104
68 C 2.1408 -4.1361 -2.8600  -0.203
69 H -7.1475 0.8465 2.8959  0.117
70 H 1.3568 -0.9987 -5.7414  0.129
71 O 4.2039 4.2126 2.8612  -0.061
72 O 2.4985 4.3463 -0.7978  -0.085
73 C -1.8251 3.0493 5.4697  -0.276
74 H -2.9248 -0.1788 2.6513  0.051
75 H 4.2225 5.1687 2.9447  0.089
76 O 2.8396 -5.0268 -1.9880  -0.051
77 O -3.4774 -4.7114 3.5980  -0.080
78 O 3.4264 1.6154 -6.3436  -0.072
79 H -9.9998 0.1713 -2.3035  0.115
80 C -4.6371 -1.0263 -1.3288  -0.204
81 H 8.1647 -1.6197 -3.1765  0.111
82 H 0.1522 -2.7536 2.5088  0.104
83 H 7.0914 -1.5915 -0.2544  0.022
84 H 8.5122 -0.6796 -1.0748  0.041
85 H -7.4310 -1.5787 -0.7257  0.023
86 C 8.7916 0.1279 1.6344  -0.204
87 H -0.6004 -0.5233 3.8449  0.049
88 H -0.2851 -2.0394 -3.7936  0.105
89 C 0.7358 0.2145 -0.0959  -0.213
90 H -1.4192 -5.5861 -3.8297  0.123
91 H -9.4749 1.2695 0.4607  0.118
92 H -2.9240 -3.5333 -2.2209  0.104
93 C -0.5708 0.3783 0.6572  -0.241
94 C -0.5427 -3.4509 2.0409  -0.124
95 C -1.5713 -2.2104 5.6870  -0.243
96 H -4.8568 -0.3041 3.2530  0.125
97 O 7.9183 -0.9350 1.2494  -0.085
98 H 4.9373 2.5248 -4.2777  0.100
99 O -7.2124 -0.6197 -4.3099  -0.071
100 O 6.0626 0.5153 -0.4795  -0.058
101 C -0.1575 -1.0113 -4.1326  -0.179
102 H 3.1681 -2.6957 2.6421  0.114
103 C -2.1752 -4.8096 -3.7134  -0.261
104 O -0.8771 -4.6525 2.9258  -0.098
105 H 6.8812 3.3642 2.8347  0.117
106 H -0.9032 -1.1879 -5.9647  0.107
107 H 3.4531 1.1907 4.0229  0.114
108 H 3.2902 -1.1268 3.2934  0.095
109 H -3.0833 3.1211 6.8738  0.079
110 H 9.5823 -2.5736 -2.7086  0.111
111 C -4.6772 -4.1191 1.6231  -0.226
112 H -5.2471 -3.1114 -1.4918  0.119
113 H -2.9950 4.2799 4.1870  0.123
114 H -0.6988 -4.6807 0.2378  0.111
115 H -0.9055 -0.5344 1.1503  0.116
116 H -5.2648 2.0743 2.4441  0.122
117 C -6.7934 0.5991 -4.9724  -0.211
118 H -2.3909 5.9006 0.6930  0.102
119 C 9.2394 -0.0040 3.0114  -0.283
120 H 3.0506 3.7213 -6.2906  0.106
121 H -1.4505 -2.8500 1.9877  0.095
122 H -7.5275 1.8303 -2.4984  0.025
123 O 4.1713 -4.3765 -4.1306  -0.051
124 C 1.2897 1.3874 3.7468  -0.188
125 H -1.4442 3.5532 -3.1083  0.109
126 C 1.2346 -0.6907 -4.7030  -0.141
127 H -2.4305 3.3863 -4.4628  0.125
128 H -7.3678 1.0962 -0.0134  0.055
129 O -2.9908 0.7478 -3.9215  -0.048
130 H 4.2493 1.3663 -0.5176  0.117
131 H -2.7491 -5.1273 -0.5867  0.034
132 O -2.4549 5.2290 6.0086  -0.058
133 C 5.0623 3.7933 1.8280  -0.263
134 H -6.0654 0.4135 -5.7621  0.109
135 H -0.5769 2.9383 -5.5242  0.104
136 H -1.2806 4.6627 4.3263  0.105
137 O 3.6297 -2.4465 4.7663  -0.057
138 C -0.0495 -3.9011 0.6362  -0.210
139 C -3.2341 4.1701 0.2141  -0.197
140 H 4.6191 3.1126 -6.6878  0.118
141 O 1.0801 0.0242 3.3215  -0.097
142 H 7.7236 -0.1094 4.0237  0.048
143 H 2.5214 3.7870 -1.5777  0.044
144 H 4.9007 2.7317 1.6412  0.117
145 H 2.6596 1.9628 -3.7530  0.032
146 H -7.6290 1.0537 -5.5046  0.114
147 H -1.2973 -3.8082 -2.0096  0.093
148 C 4.0949 3.1776 -4.5064  -0.208
149 O -3.5754 -3.9802 0.7588  -0.075
150 H 8.2198 3.7420 1.0761  0.078
151 C 3.7757 2.9555 -6.0153  -0.223
152 O 1.4632 0.7446 -4.5393  -0.119
153 H -3.4948 -3.0969 0.3915  0.044
154 H -9.7189 -1.9301 -0.8784  0.109
155 H -5.3231 -5.3691 3.2639  0.115
156 H -0.1519 -5.2805 2.8887  0.086
157 H -0.6031 4.5051 1.6191  0.032
158 H -9.7726 2.0677 -1.0302  0.124
159 H -0.4315 1.1792 1.3833  0.127
160 C -2.3172 1.6960 -3.1299  -0.255
161 H 2.1176 5.0907 1.9191  0.098
162 O -9.1215 -1.2368 -1.1681  -0.053
163 H 3.7378 -3.3872 4.9242  0.092
164 O 6.0272 -1.2270 3.5160  -0.086
165 H 8.4658 -3.0917 -0.4382  0.118
166 H 4.6596 4.2265 0.9123  0.115
167 H -1.4678 -3.0673 5.0214  0.101
168 O 7.3083 3.4876 0.9147  -0.094
169 H 9.6916 0.0913 1.0206  0.130
170 C 4.3735 -0.1967 -2.0272  -0.233
171 H -2.0402 -0.0581 5.6259  0.110
172 C 6.5268 4.0326 2.0500  -0.182
173 O -6.9177 1.0805 1.9937  -0.039
174 O 1.3508 -4.1946 0.5871  -0.066
175 O -1.2006 -0.8813 -5.1049  -0.071
176 H -5.4481 1.2372 -3.3747  0.094
177 O -4.3360 5.9484 -1.0009  -0.055
178 H -4.2452 -0.7077 -2.2948  0.104
179 H 1.3666 2.0096 2.8551  0.108
180 H 2.4313 -0.6472 0.2176  0.071
181 C 8.7686 -1.9533 -2.3327  -0.227
182 H 5.1311 1.6852 -2.0655  0.111
183 H -0.0865 -2.9896 0.0397  0.101
184 H -3.9261 -4.4012 -4.4129  0.085
185 H 8.1875 1.0184 1.4602  0.115
186 H -2.9226 3.1380 0.0535  0.103
187 H 0.6705 1.1941 -4.8413  0.045
188 O 9.2946 -0.9002 -1.5854  -0.054
189 C 1.2343 4.9245 1.3024  -0.226
190 H 5.5067 -3.3043 3.2750  0.123
191 H -3.2363 4.6411 -2.0059  0.110
192 H 1.9352 2.9639 0.5891  0.097
193 H 10.2244 0.4509 3.1161  0.125
194 H 3.4490 -5.3816 -2.6394  0.069
195 H 0.9302 1.1157 -0.6773  0.112
196 C -9.2852 1.1882 -0.6096  -0.209
197 H 4.8826 -1.4583 -0.7952  0.051
198 C -1.6875 2.8325 -3.8890  -0.182
199 C -6.2565 1.6395 -3.9852  -0.246
200 H -5.6300 -4.2550 1.1112  0.114
201 H 7.1179 -0.9094 1.7788  0.057
202 H -2.4133 0.7567 0.4956  0.036
203 O -0.6371 2.3468 -4.7704  -0.058
204 H -1.8210 -3.9992 -4.3504  0.103
205 H -8.1384 -0.7551 -4.5237  0.075
206 H 1.0000 5.8972 0.8699  0.120
207 H 7.7856 -3.8990 -1.7898  0.118
208 H 3.8414 -2.7344 -3.2086  0.108
209 H -5.3411 1.5714 0.7861  0.117
210 H 2.7629 1.2245 -5.7705  0.023
211 C -3.8645 4.6383 -1.1151  -0.245
212 C -2.1691 4.3803 4.8912  -0.234
213 H -1.0073 3.2069 6.1729  0.125
214 H -3.2277 -0.9601 4.7141  0.111
215 H 3.4778 0.0109 -2.6126  0.106
216 H -4.1660 -6.1783 2.2157  0.120
217 H 9.3472 -1.0360 3.3451  0.136
218 C -4.4289 -5.2180 2.6592  -0.216
219 O -2.5680 -5.4531 -1.4713  -0.050
220 H 4.4250 4.1908 -4.2775  0.123

As for the HOMO energy: -9.27 eV. As for the orbital gap: 9.299 eV. As for the molar mass: 1365.50 g mol⁻¹. As for the energy relative to the best compared isomer or geometry (same formula, charge and spin): 93.2 kcal/mol. The LUMO energy is 0.0 eV. The spin multiplicity is 1.